A molecular structure, C7H15NO in a non-equilibrium geometry. Source: the OMol25 dataset; level of theory: ωB97M-V with the def2-TZVPD basis set.

Structure (XYZ):
```
24
Properties=species:S:1:pos:R:3:lowdin_charge:R:1
C -0.51 0.11 0.45 -0.331
C -0.08 0.42 -0.85 -0.143
C -2.37 0.09 -0.36 -0.135
C 2.31 -1.37 1.06 -0.163
C -2.75 -1.29 -0.85 -0.158
C 1.85 0.02 0.73 -0.293
N 0.08 1.68 -1.28 0.162
C 2.73 1.01 0.60 -0.098
O -0.68 1.11 1.39 -0.024
H 0.23 1.31 1.66 0.091
H -0.52 -0.92 0.76 0.124
H -0.03 -0.37 -1.58 0.152
H 0.14 1.89 -2.26 0.121
H 0.09 2.42 -0.60 0.119
H -2.83 0.34 0.60 0.075
H -2.57 0.88 -1.07 0.072
H 3.40 -1.47 1.12 0.059
H 1.95 -2.08 0.30 0.057
H 1.90 -1.70 2.01 0.062
H 3.81 0.88 0.78 0.035
H 2.43 2.02 0.35 0.013
H -3.84 -1.44 -0.86 0.069
H -2.32 -2.06 -0.21 0.068
H -2.41 -1.47 -1.88 0.064
```

Summary:
HOMO-LUMO gap (spin up / spin down)	0.2502 / 0.2502	hartree
relative energy (zero: lowest compared OMol25 entry of this formula, charge and spin)	152.56	kcal/mol
E_HOMO (spin up / spin down)	-0.22804 / -0.22802	Ha